# 1
This record from OMol25 describes a cluster of 2 separate species, C6H8N2O2 in total in a non-equilibrium geometry. The level of theory is wB97M-V/def2-TZVPD.

Structure (XYZ):
```
18
Properties=species:S:1:pos:R:3:lowdin_charge:R:1
O -4.765 0.775 0.193 0.0760
C -3.771 0.216 -0.204 -0.4671
C -3.637 -0.881 -1.091 -0.0171
C -2.461 -1.451 -1.000 -0.1913
N -1.410 -1.290 -0.198 0.0994
C -1.340 0.019 0.336 -0.5498
O -0.339 0.406 0.814 0.1030
N -2.557 0.744 0.383 0.1838
H -4.469 -1.059 -1.781 0.1355
H -2.272 -2.221 -1.857 0.1583
H -0.330 -1.406 -0.765 0.2777
H -2.594 1.709 0.817 0.1911
C 5.648 0.747 0.730 -0.0641
C 4.287 0.748 0.761 -0.0545
H 6.189 0.029 0.178 0.0201
H 6.294 1.406 1.267 0.0318
H 3.748 0.036 0.114 0.0523
H 3.778 1.472 1.303 0.0149
```

Properties
lowest unoccupied orbital energy	0.0045	hartree
energy relative to the best compared isomer or geometry (same formula, charge and spin)	54.2	kcal per mole
calculated total energy	-13425.02109	eV
total charge	0
frontier orbital gap	10.04	eV
SMILES	O=c1cc[nH]c(=O)[nH]1.C=C

# 2
This record from OMol25 describes the molecule C6H8N2O2 in a non-equilibrium geometry. The level of theory is wB97M-V/def2-TZVPD.

Structure (XYZ):
```
18
Properties=species:S:1:pos:R:3:lowdin_charge:R:1
H 3.119 0.086 1.239 0.1520
N 2.408 -0.458 0.515 0.1317
C 1.380 -0.503 1.240 -0.3788
O 1.798 0.207 2.528 -0.0798
C 0.026 -0.318 0.805 0.0555
C -1.136 -0.320 0.465 0.0567
C -2.528 -0.297 -0.009 -0.3477
C -3.140 1.083 0.218 -0.1943
O -4.253 1.232 0.648 0.0783
N -3.323 -1.336 0.590 -0.0818
C -3.311 -2.597 -0.131 -0.1169
H 1.071 0.779 2.801 0.0709
H -2.478 -0.369 -1.123 0.1640
H -2.502 1.940 -0.085 0.1364
H -4.268 -0.990 0.726 0.1047
H -4.009 -3.293 0.351 0.0836
H -3.597 -2.490 -1.195 0.0818
H -2.308 -3.045 -0.090 0.0837
```

Properties
lowest unoccupied orbital energy	0.0025	hartree
energy relative to the best compared isomer or geometry (same formula, charge and spin)	112.1	kcal per mole
calculated total energy	-13422.51192	eV
total charge	0
frontier orbital gap	9.76	eV
SMILES	[H]/N=C(\O)C#C[C@H](C=O)NC

# 3
This record from OMol25 describes a cluster of 2 separate species, C6H8N2O2 in total in a non-equilibrium geometry. The level of theory is wB97M-V/def2-TZVPD.

Structure (XYZ):
```
18
Properties=species:S:1:pos:R:3:lowdin_charge:R:1
O -3.743 -0.250 -0.355 0.0936
C -2.589 -0.139 -0.116 -0.4708
C -1.630 -1.243 0.228 0.0239
C -0.346 -0.907 0.529 -0.1417
N 0.087 0.370 0.599 0.0458
C -0.689 1.488 0.202 -0.4359
O -0.193 2.628 0.190 0.0428
N -1.987 1.144 -0.216 0.1996
H -2.133 -2.231 0.197 0.1215
H 0.455 -1.604 0.987 0.1548
H 1.057 0.607 0.924 0.1373
H -2.555 1.886 -0.547 0.1442
C 2.178 -0.892 -0.362 -0.1032
C 2.395 0.394 -0.473 -0.0618
H 3.047 -1.527 -0.001 0.1009
H 1.504 -1.461 -0.805 0.0028
H 3.314 0.702 0.075 0.0945
H 1.825 1.036 -1.056 0.0519
```

Properties
lowest unoccupied orbital energy	0.0229	hartree
energy relative to the best compared isomer or geometry (same formula, charge and spin)	44.7	kcal per mole
calculated total energy	-13425.43329	eV
total charge	0
frontier orbital gap	9.88	eV
SMILES	O=c1cc[nH]c(=O)[nH]1.C=C

# 4
This record from OMol25 describes the molecule C6H8N2O2 in a non-equilibrium geometry. The level of theory is wB97M-V/def2-TZVPD.

Structure (XYZ):
```
18
Properties=species:S:1:pos:R:3:lowdin_charge:R:1
H 2.010 -1.456 -0.718 0.0431
N 2.358 -0.812 -0.011 0.1582
C 1.577 0.188 0.143 -0.4534
O 1.904 1.002 1.140 0.0474
C 0.106 0.306 -0.248 -0.3692
C -0.236 1.710 -0.497 -0.0469
C -0.553 2.862 -0.690 0.1477
N -0.358 -0.632 -1.263 0.0302
C -0.937 -1.554 -0.278 -0.1205
C -0.816 -0.459 0.801 -0.2701
O -1.985 0.182 1.181 0.0125
H 2.506 0.365 1.708 0.1810
H -0.809 3.887 -0.889 0.0369
H 0.304 -0.977 -1.950 0.1141
H -0.321 -2.438 -0.052 0.1139
H -1.964 -1.876 -0.503 0.1155
H -0.292 -0.740 1.720 0.1547
H -2.495 0.441 0.406 0.1048
```

Properties
lowest unoccupied orbital energy	0.0238	hartree
energy relative to the best compared isomer or geometry (same formula, charge and spin)	91.5	kcal per mole
calculated total energy	-13423.40432	eV
total charge	0
frontier orbital gap	10.38	eV
SMILES	[H]/N=C(/O)[C@@]1(C#C)NC[C@@H]1O

# 5
This record from OMol25 describes the molecule C6H8N2O2S in a non-equilibrium geometry. The level of theory is wB97M-V/def2-TZVPD.

Structure (XYZ):
```
19
Properties=species:S:1:pos:R:3:lowdin_charge:R:1
O -0.964 -2.273 -0.551 -0.2594
S -0.779 -1.111 0.180 0.7709
O -1.217 -1.145 1.542 -0.2621
C -1.631 0.103 -0.730 -0.3668
C -2.972 0.434 -0.137 -0.0508
C -1.793 1.375 -0.053 -0.1421
N 1.191 -0.594 0.048 -0.1553
C 2.313 -1.286 0.014 -0.1476
C 3.387 -0.416 0.131 -0.0335
C 2.691 0.868 0.180 -0.1524
N 1.391 0.695 0.187 -0.0080
H -1.391 0.107 -1.819 0.1585
H -2.921 -0.055 0.860 0.1087
H -3.833 0.619 -0.629 0.0773
H -1.728 2.261 -0.565 0.0899
H -1.322 1.404 0.891 0.0895
H 2.258 -2.365 -0.002 0.1185
H 4.411 -0.512 -0.021 0.0643
H 2.910 1.894 0.475 0.1006
```

Properties
lowest unoccupied orbital energy	-0.0009	hartree
energy relative to the best compared isomer or geometry (same formula, charge and spin)	110.9	kcal per mole
calculated total energy	-24257.96549	eV
total charge	0
frontier orbital gap	9.49	eV
SMILES	O=S(=O)(C1CC1)n1cccn1

# 6
This record from OMol25 describes a cluster of 2 separate species, C6H8N2O2S in total in a non-equilibrium geometry. The level of theory is wB97M-V/def2-TZVPD.

Structure (XYZ):
```
19
Properties=species:S:1:pos:R:3:lowdin_charge:R:1
C 0.896 0.031 1.388 -0.1624
C -0.270 0.740 1.324 -0.3302
C 1.834 -1.495 -0.508 -0.0807
C 0.810 1.832 -2.052 -0.4801
C 2.790 -1.597 0.582 -0.0261
C -3.435 0.084 -0.762 -0.4037
N 1.400 -0.827 0.555 -0.0432
N -1.264 0.371 0.526 -0.3457
O 1.419 2.425 -1.298 0.2169
O 0.271 1.212 -2.827 0.2219
S -2.746 1.195 0.458 0.7953
H 1.468 0.102 2.345 0.1330
H -0.344 1.433 2.242 0.1189
H 2.719 -2.439 1.313 0.1082
H 1.252 -2.043 -1.242 0.0977
H 3.650 -0.927 0.735 0.1041
H -3.195 -0.841 -0.286 0.0114
H -2.809 0.181 -1.639 0.0198
H -4.445 0.564 -0.856 0.0452
```

Properties
spin multiplicity	3
lowest unoccupied orbital energy (alpha / beta)	0.0300 / -0.0446	hartree
energy relative to the best compared isomer or geometry (same formula, charge and spin)	42.8	kcal per mole
calculated total energy	-24256.12531	eV
total charge	0
expectation value of S²	2.014
frontier orbital gap (alpha / beta)	6.60 / 6.98	eV